DFT (wB97M-V/def2-TZVPD) results for a structure of composition C19H31N5ORh.

**Kohn-Sham gap (spin up / spin down)**: 0.267 / 0.265 Eh
**Relative energy (zero: lowest compared OMol25 entry of this formula, charge and spin)**: 75.1 kcal per mole
**Charge**: +3

```
57
C19H31N5ORh, DFT wB97M-V/def2-TZVPD
Rh 0.480 0.018 0.490
C 0.121 -4.515 0.262
C 0.147 -3.045 0.095
N 0.802 -2.199 0.796
C 1.862 -2.420 1.734
C 3.118 -1.768 1.116
N 2.855 -0.361 0.812
C 3.162 0.575 1.894
C 2.826 1.995 1.443
N 1.404 2.092 1.094
C 1.063 3.104 0.088
C 1.196 2.542 -1.338
N 0.487 1.295 -1.435
C -0.118 0.855 -2.478
C -0.218 1.599 -3.757
C -0.690 -0.508 -2.348
C -1.565 -1.124 -3.249
C -1.975 -2.426 -2.995
C -1.475 -3.108 -1.892
C -0.597 -2.441 -1.038
N -0.264 -1.170 -1.275
H 0.632 -4.851 1.159
H 0.586 -4.994 -0.603
H -0.909 -4.873 0.301
H 2.054 -3.482 1.930
H 1.614 -1.925 2.681
H 3.367 -2.292 0.190
H 3.958 -1.878 1.812
H 3.373 -0.085 -0.023
H 4.223 0.522 2.164
H 2.577 0.303 2.781
H 3.427 2.253 0.570
H 3.083 2.698 2.244
H 0.871 2.273 1.948
H 1.707 3.987 0.182
H 0.033 3.429 0.249
H 2.250 2.355 -1.575
H 0.830 3.288 -2.052
H 0.776 1.889 -4.101
H -0.791 2.522 -3.628
H -0.690 1.014 -4.540
H -1.924 -0.619 -4.132
H -2.671 -2.919 -3.660
H -1.763 -4.131 -1.710
C -3.492 1.539 2.471
C -3.577 2.086 1.043
C -2.570 1.239 0.256
O -1.702 0.624 1.217
C -2.486 0.395 2.385
H -4.459 1.191 2.833
H -3.162 2.309 3.171
H -3.332 3.147 1.009
H -4.578 1.975 0.627
H -1.952 1.820 -0.432
H -3.082 0.448 -0.306
H -1.818 0.315 3.245
H -3.021 -0.562 2.277
```